Here is a 2-piece molecular cluster, ClH3SSi overall in a non-equilibrium geometry from the OMol25 dataset. Energies are from the ωB97M-V functional and the def2-TZVPD basis.

Geometry as XYZ:
```
6
Properties=species:S:1:pos:R:3
Si 0.92 0.29 0.63
S -2.22 -1.39 -0.45
Cl 1.33 0.53 -1.35
H -0.48 0.80 0.97
H 2.09 0.42 1.57
H -1.65 -0.65 -1.37
```

Results
**HOMO-LUMO gap (alpha / beta)**: 8.730 / 5.470 eV
**Strongest force on any atom**: 1.54 eV Å⁻¹
**E_HOMO (alpha / beta)**: -9.76 / -7.82 eV
**LUMO level (alpha / beta)**: -1.031 / -2.345 eV
**Energy above the lowest of the compared OMol25 structures with the same formula, charge and spin**: 341.2 kJ/mol